Entry 1:
{"formula": "C31H45BrN2P2Pd", "method": "ωB97M-V/def2-TZVPD", "elements": ["C", "C", "C", "C", "N", "C", "C", "C", "C", "C", "C", "C", "C", "C", "Pd", "P", "H", "H", "H", "H", "H", "H", "H", "H", "C", "C", "H", "H", "H", "H", "H", "C", "C", "H", "H", "H", "H", "H", "C", "C", "H", "H", "H", "H", "H", "Br", "P", "C", "C", "H", "H", "H", "H", "H", "C", "C", "H", "H", "H", "H", "H", "C", "C", "H", "H", "H", "H", "H", "C", "C", "C", "C", "N", "C", "C", "H", "H", "H", "H", "H", "H", "H"], "positions_angstrom": [[-0.74457, 6.55759, -3.88913], [-0.87160, 5.16623, -4.20748], [-1.22772, 4.95706, -5.56908], [-1.49290, 6.02775, -6.46036], [-1.39797, 7.31065, -6.09576], [-1.02546, 7.57696, -4.83992], [-0.70921, 4.07538, -3.26540], [-0.81841, 3.23137, -2.40247], [-1.25756, 2.44060, -1.32696], [-0.36789, 2.27739, -0.27701], [-0.74426, 1.29507, 0.66411], [-2.16721, 0.92511, 0.85235], [-2.99219, 1.16306, -0.19675], [-2.53245, 1.89209, -1.28449], [-0.37981, -0.68389, -0.55801], [1.98836, -1.44731, 1.01938], [-1.33695, 3.97048, -5.98281], [-0.45220, 6.90875, -2.91312], [-1.79630, 5.87391, -7.51091], [-0.95936, 8.65731, -4.61144], [-3.23020, 2.04467, -2.10674], [0.60662, 2.82628, -0.28030], [-3.99208, 0.88132, -0.17249], [0.05135, 1.24063, 1.39944], [2.17228, -3.02960, 1.94112], [2.96314, -4.22705, 1.37372], [1.14779, -3.36090, 2.21779], [2.64719, -2.73062, 2.90162], [2.86420, -5.07792, 2.06949], [2.58012, -4.55364, 0.39768], [4.03759, -4.01145, 1.28964], [2.13001, -1.74259, -0.80885], [2.91976, -0.77982, -1.67053], [1.07127, -1.56895, -1.16737], [2.38689, -2.79455, -0.97034], [2.63787, -0.93531, -2.71635], [2.70383, 0.26652, -1.44245], [3.98694, -0.95282, -1.58914], [3.62400, -0.63111, 1.38260], [4.92744, -1.43344, 1.33706], [3.47872, -0.17460, 2.37642], [3.67234, 0.19844, 0.65940], [5.75654, -0.72155, 1.45199], [5.01839, -2.16562, 2.14934], [5.07275, -1.94099, 0.37328], [-2.96817, 0.62874, 2.40373], [-2.03731, -2.81245, -0.71559], [-0.43008, -3.50199, -0.93340], [-0.21822, -4.86172, -1.56629], [-0.04441, -3.38798, 0.10471], [0.05047, -2.72585, -1.57287], [0.82404, -4.96368, -1.91064], [-0.44032, -5.64232, -0.83172], [-0.88437, -4.98227, -2.43274], [-2.95322, -3.21149, 0.74121], [-4.39978, -3.65388, 0.47388], [-2.82805, -2.31178, 1.37464], [-2.41259, -4.02161, 1.25121], [-4.96944, -3.79884, 1.40670], [-4.93684, -2.93357, -0.15897], [-4.39340, -4.62414, -0.05324], [-2.54392, -1.46487, -1.80663], [-2.92872, -1.71939, -3.27004], [-1.59926, -0.78237, -1.72655], [-3.33899, -0.92306, -1.25861], [-3.32498, -0.79064, -3.71593], [-2.05914, -2.04544, -3.85120], [-3.70087, -2.49346, -3.32876], [1.42574, 2.93236, 6.50918], [1.05281, 2.03719, 5.37518], [1.63472, 0.77758, 5.15822], [1.30711, 0.00235, 4.03120], [0.36399, 0.44018, 3.22801], [-0.27845, 1.55069, 3.50221], [0.07239, 2.44271, 4.49290], [1.11709, 2.48972, 7.45183], [2.49356, 3.10418, 6.54743], [0.91496, 3.87991, 6.40657], [2.33834, 0.35625, 5.86872], [1.78037, -0.96091, 3.80361], [-1.15947, 1.80268, 2.93815], [-0.47466, 3.36830, 4.52305]], "total_charge": 4, "molar_mass_da": 693.987, "e_lumo_ev": [-10.732, -14.473], "multiplicity": 5}

=====

Entry 2:
{"formula": "C31H45ClF5PSY", "method": "ωB97M-V/def2-TZVPD", "elements": ["Y", "Cl", "P", "C", "H", "H", "C", "C", "C", "H", "C", "H", "H", "C", "H", "H", "C", "H", "H", "C", "H", "H", "H", "H", "C", "C", "H", "C", "H", "H", "C", "H", "H", "C", "H", "H", "C", "H", "H", "H", "H", "C", "H", "C", "H", "H", "C", "H", "H", "C", "H", "H", "C", "H", "H", "H", "H", "C", "C", "H", "C", "H", "C", "H", "H", "C", "H", "H", "C", "H", "H", "H", "H", "F", "C", "C", "F", "C", "F", "C", "S", "C", "F", "C", "F"], "positions_angstrom": [[-0.52475, 0.62220, 2.07131], [-2.89381, 0.93172, 1.25367], [-0.31497, 0.30140, -1.13782], [-0.98258, 1.47420, 3.94675], [-0.24121, 1.76482, 4.70312], [-2.02550, 1.50729, 4.29200], [1.07794, -0.62941, -2.00388], [-0.29733, 2.10227, -1.70880], [2.44570, -0.05796, -1.59900], [0.97975, -1.63130, -1.54211], [3.59398, -0.96487, -2.07255], [2.57604, 0.94417, -2.03666], [2.50511, 0.06966, -0.50789], [3.51342, -1.30585, -3.56515], [4.55153, -0.47848, -1.85129], [3.56348, -1.89510, -1.48880], [2.11840, -1.76508, -4.00354], [3.80292, -0.42382, -4.15158], [4.24147, -2.09104, -3.79785], [0.99802, -0.83068, -3.52262], [2.07471, -1.84637, -5.09701], [1.92654, -2.76820, -3.59793], [1.09163, 0.13713, -4.03541], [0.02893, -1.25387, -3.81786], [-1.90966, -0.38255, -1.87638], [0.28100, 2.37721, -3.09770], [-1.37414, 2.35358, -1.72395], [0.11988, 3.85904, -3.46245], [1.34832, 2.11203, -3.11840], [-0.21866, 1.76807, -3.86473], [0.72538, 4.80231, -2.41509], [0.58160, 4.04092, -4.44039], [-0.95248, 4.07633, -3.56593], [0.28186, 4.47763, -0.98742], [1.82031, 4.74705, -2.47350], [0.44461, 5.83417, -2.65179], [0.37961, 2.98004, -0.64319], [0.87972, 5.05105, -0.26836], [-0.76350, 4.79067, -0.85719], [1.43743, 2.69181, -0.53151], [-0.09098, 2.82788, 0.34382], [-1.94033, -1.91712, -1.81338], [-2.63587, 0.00161, -1.13483], [-3.31903, -2.46621, -2.21062], [-1.17862, -2.33435, -2.49009], [-1.68644, -2.25955, -0.79902], [-3.82085, -1.91733, -3.55180], [-3.27522, -3.56102, -2.25001], [-4.03712, -2.19998, -1.42303], [-3.70132, -0.39304, -3.66119], [-3.25364, -2.38388, -4.36831], [-4.86834, -2.20702, -3.69364], [-2.31836, 0.13704, -3.25898], [-3.92477, -0.07207, -4.68610], [-4.44903, 0.07479, -3.00607], [-1.58071, -0.17742, -4.01299], [-2.33912, 1.23562, -3.27681], [-0.04453, -1.63709, 2.73072], [-0.62326, -0.76633, 3.63660], [0.84270, -1.37389, 2.17351], [-2.07228, -1.21500, 4.17945], [0.02128, -0.43636, 4.51467], [-2.09642, -2.71887, 4.45835], [-2.29689, -0.62235, 5.07956], [-2.81933, -0.91697, 3.40689], [-1.77085, -3.51425, 3.18795], [-1.34750, -2.94622, 5.22944], [-3.06170, -3.02623, 4.87565], [-0.41374, -3.08038, 2.49977], [-1.72949, -4.59527, 3.43573], [-2.58645, -3.36431, 2.45830], [0.40594, -3.74982, 2.90852], [-0.47788, -3.32795, 1.41434], [2.90940, 0.09885, 7.74460], [2.79761, 0.36332, 6.40150], [2.53356, 1.64475, 5.99809], [2.42188, 2.66002, 6.87980], [2.35743, 1.91022, 4.61780], [2.10358, 3.17597, 4.21687], [2.45567, 0.86800, 3.66690], [2.16713, 1.18113, 2.00045], [2.77994, -0.41852, 4.12913], [2.91130, -1.45089, 3.25791], [2.94471, -0.68705, 5.51585], [3.21725, -1.93469, 5.92360]], "total_charge": -1, "molar_mass_da": 700.091, "e_lumo_ev": 2.455}

=====

Entry 3:
{"formula": "C31H45CrN5O3P3S5", "method": "ωB97M-V/def2-TZVPD", "elements": ["Cr", "N", "C", "C", "C", "C", "C", "C", "P", "C", "C", "C", "C", "C", "C", "C", "C", "C", "C", "C", "C", "H", "H", "H", "H", "H", "H", "H", "H", "H", "H", "H", "H", "H", "H", "H", "H", "C", "N", "C", "P", "O", "O", "P", "O", "N", "C", "C", "N", "C", "C", "N", "C", "C", "H", "H", "H", "H", "H", "H", "H", "H", "H", "H", "H", "H", "H", "H", "H", "H", "H", "H", "H", "H", "H", "H", "H", "H", "C", "H", "H", "C", "S", "C", "C", "S", "S", "C", "S", "S", "H", "H", "H"], "positions_angstrom": [[1.38409, 0.42999, -0.42488], [-0.52348, 1.04911, 0.84705], [-0.56373, 1.02407, 2.26025], [-0.41211, 2.20166, 2.98520], [-0.44881, 2.18094, 4.36864], [-0.62339, 0.98162, 5.04729], [-0.74674, -0.19603, 4.32614], [-0.71493, -0.19643, 2.93368], [-0.89202, -1.69786, 1.90160], [0.83633, -2.15786, 1.55425], [1.92101, -1.68362, 2.29663], [3.20834, -2.10443, 2.00316], [3.43138, -2.97306, 0.94368], [2.36162, -3.44845, 0.20122], [1.06753, -3.06042, 0.51353], [-1.39350, -2.94811, 3.14925], [-0.51247, -3.85292, 3.73734], [-0.97038, -4.78282, 4.66131], [-2.31117, -4.81740, 5.01602], [-3.19925, -3.92077, 4.43480], [-2.74210, -3.00254, 3.50324], [-0.73657, 1.96731, 0.46186], [-1.19242, 0.39742, 0.44407], [-0.24989, 3.13015, 2.45229], [-0.32560, 3.10612, 4.91785], [-0.64607, 0.96008, 6.12928], [-0.87001, -1.13483, 4.85268], [1.75674, -0.96876, 3.09151], [4.04505, -1.71951, 2.57379], [4.44423, -3.24250, 0.67441], [2.54204, -4.09255, -0.64927], [0.23672, -3.41335, -0.08880], [0.53620, -3.82777, 3.46848], [-0.27295, -5.47981, 5.10896], [-2.66460, -5.54142, 5.73908], [-4.24824, -3.94264, 4.70342], [-3.43837, -2.30895, 3.04325], [1.13412, 2.06025, -4.13789], [0.43491, 2.74347, -3.04917], [1.32402, 3.57075, -2.22772], [-1.13662, 2.59559, -2.70147], [-1.51148, 2.86544, -1.30272], [-1.51978, 1.10675, -3.24230], [-1.40260, -0.29388, -2.46455], [-0.24832, -0.39157, -1.56386], [-1.30693, -1.45989, -3.61537], [-2.35318, -1.59420, -4.60462], [-0.00747, -2.00840, -3.99395], [-2.88598, -0.41477, -1.76740], [-3.22800, -1.70098, -1.17868], [-4.00203, 0.49511, -1.93717], [-2.14801, 3.45135, -3.73223], [-1.88440, 3.34593, -5.15770], [-2.44091, 4.81864, -3.32025], [1.93003, 1.44979, -3.68412], [1.54309, 2.79784, -4.83626], [0.45561, 1.40217, -4.67923], [2.16414, 2.95167, -1.90272], [0.79555, 3.93292, -1.34839], [1.68141, 4.42545, -2.81323], [-3.28602, -1.17578, -4.22704], [-2.51764, -2.64989, -4.83547], [-2.09857, -1.07848, -5.53805], [0.71174, -1.85014, -3.19270], [0.37512, -1.53111, -4.90226], [-0.11473, -3.07962, -4.18115], [-2.32570, -2.27138, -0.96790], [-3.87855, -2.28070, -1.84465], [-3.73951, -1.54647, -0.22731], [-3.67186, 1.45568, -2.31971], [-4.47876, 0.66474, -0.96891], [-4.75484, 0.07635, -2.61770], [-1.71712, 2.30580, -5.43396], [-1.00930, 3.93271, -5.46599], [-2.75287, 3.71119, -5.71037], [-2.61324, 4.84687, -2.24793], [-3.34213, 5.15939, -3.83517], [-1.62579, 5.51223, -3.56687], [2.65789, -0.05291, -1.84131], [2.25683, -0.57467, -2.72679], [3.72432, 0.13332, -1.99894], [2.97169, 1.49993, 4.76600], [4.11936, 2.66814, 3.99393], [4.72223, 1.65999, 2.69864], [4.08419, 1.39624, 1.52832], [2.55214, 2.01502, 1.02421], [4.96539, 0.32857, 0.44844], [6.30936, -0.00001, 1.46871], [7.55602, -1.01812, 1.04804], [6.24271, 0.83941, 2.96343], [2.53644, 1.99296, 5.63577], [3.50300, 0.60407, 5.08598], [2.17854, 1.24366, 4.06751]], "total_charge": -1, "molar_mass_da": 840.986, "e_lumo_ev": [2.077, 2.073], "multiplicity": 5}

=====

Values of E, in order: -4700.503461 -2945.613593 -5767.407413, all in Ha.
Values of ΔE to the lowest compared entry with this formula, charge and spin, in order: 70.1 7.2 26.9, all in kcal/mol.